6
Properties=species:S:1:pos:R:3:forces:R:3 method="wB97M-V/def2-TZVPD" de_lowest_kj_mol=138.1 orbital_gap_ha=0.36626 smiles="FC1=P[C@H]1F" energy_ha=-617.7951 homo_energy_ha=-0.3734 lumo_ev=-0.2
F -2.50763 -0.75736 -1.16747 1.687 -0.058 -0.051
C -1.15898 -0.90397 -1.12069 -0.958 -0.937 -0.023
P 0.16899 -1.85084 -1.40582 -0.980 0.231 0.368
C -0.05352 -0.16469 -0.61068 -0.120 0.086 -2.806
F 0.38947 0.82589 -1.58316 -0.207 -0.162 1.798
H 0.07990 0.03461 0.41834 0.577 0.840 0.713